(1)
DFT (the ωB97M-V functional and the def2-TZVPD basis) results for a structure of composition C44H53AsGeN2O5SZr.

- total energy (eV) = -189180.854
- energy relative to the best compared isomer or geometry (same formula, charge and spin) (kJ/mol) = 0.0

The geometry in ORCA input format:
```
! wB97M-V def2-TZVPD RIJCOSX def2/J DEFGRID3
* xyz 0 1
H 5.73978 2.11196 5.05487
As -0.56746 2.41585 -1.56563
C 3.85253 0.31778 5.93600
C 3.35864 0.16856 3.50064
C -1.98981 3.85282 4.81912
H 3.08343 -2.47650 -1.80377
H -4.14546 3.82196 4.49123
C -1.61093 2.99221 3.62253
H 3.74744 2.33841 -5.48483
C -5.43819 -0.38803 -1.66614
C -4.16202 3.29622 -4.51872
O 1.12740 -1.85905 -0.82469
C 1.86506 3.20992 -4.92068
C -2.43676 4.15304 -3.07746
H -2.39847 0.76692 -3.10231
H 4.28014 -1.52773 2.53354
H -1.17750 5.57030 5.85862
H 6.38541 -0.24872 5.13877
C -1.26226 4.82600 -0.06777
H 6.09221 -0.43494 3.41008
C 0.89812 2.40049 -2.85499
N 1.32712 -0.25316 1.61814
H -4.29077 1.15854 -4.65342
C 0.48592 -1.03982 -2.95346
H 4.62129 0.51434 6.68592
S 2.15387 0.48885 -1.28268
C 0.30808 6.38793 0.87041
C 0.85063 3.22582 -3.97616
H -1.81746 6.48644 1.16770
C 2.95176 2.36221 -4.75129
H 1.80483 3.85498 -5.78791
C -3.77206 2.00070 -4.21270
H -3.35239 3.37373 2.39734
H -2.35224 3.56139 6.93494
C 2.20908 0.95170 3.46604
H -0.81516 5.54892 4.12325
H -2.82721 2.18055 5.93141
O -1.14901 -1.31284 1.71153
C 4.95782 1.89280 4.32528
O 2.67166 -1.96735 -2.51181
C 1.07980 4.57922 -0.51863
H -3.56712 5.15082 5.49613
H -5.23163 -2.60668 1.81466
C -0.99934 5.95086 0.70119
C -2.07581 2.96051 6.06623
H 5.32552 -1.53678 4.56951
H 2.45804 -1.79145 0.89665
H 3.86222 0.88157 -3.48820
H -3.32199 5.20861 3.75069
C 2.41411 -1.01997 1.65227
H 4.16283 2.62896 4.45480
C -2.91034 -0.87364 0.23529
C 4.44691 0.45927 4.52704
H -3.79021 5.38598 -4.19066
C -2.42715 -1.09843 1.67326
C -2.15909 -1.90349 -0.59798
Zr -0.39423 -0.54361 -0.17037
H 3.03552 1.02193 6.10122
H -6.50522 0.70788 1.54889
H -6.71273 -2.38558 0.86210
O -3.18426 -1.06977 2.62893
C -2.72023 1.77665 -3.33309
C -2.04667 2.85372 -2.76112
C 1.99917 1.55805 -2.68550
C -5.45802 0.83308 1.26572
H -1.91275 4.99766 -2.64880
H 0.86084 -0.50201 -3.83151
H -4.98454 3.46751 -5.20174
C 1.20432 0.70430 2.54592
H -4.86256 0.89140 2.17658
H -1.12249 2.47618 6.28322
H -2.44966 -1.93520 -1.64614
H -5.37395 1.76424 0.69929
H -5.31748 -3.20358 0.14555
H -2.58854 1.97905 0.56740
C -0.05542 1.48743 2.54305
H 0.14029 -2.03044 -3.27909
H 1.89777 4.05366 -0.99848
H 2.10379 1.77115 4.16127
N -0.84014 1.36858 1.46463
C 1.34618 5.69971 0.25792
H -2.28798 4.49716 -0.19344
C -3.33758 4.54535 4.61845
C -0.41610 2.28048 3.61932
C 5.62802 -0.50231 4.39587
H -2.18215 -2.88798 -0.13670
H 0.00068 3.88116 -4.12160
H 5.37582 2.01800 3.32467
H -5.10757 -1.19528 -2.32192
H -5.03706 0.55211 -2.04472
H 0.22585 2.32379 4.48634
O -0.49540 -0.32518 -2.27425
C -0.22755 4.13005 -0.69083
H 3.46763 -0.69116 6.09470
H 0.51619 7.26502 1.47003
C 3.43487 -0.85739 2.57275
C -3.49320 4.37277 -3.95026
H 0.06509 4.48709 5.22834
H -6.52839 -0.33484 -1.71111
C -0.91085 4.92778 5.01715
H 2.36760 6.03810 0.37894
C -5.62306 -2.40162 0.81922
C -1.97598 2.06122 1.45662
C 3.01975 1.54532 -3.63538
H -2.59119 0.14822 -0.11622
C -2.40401 2.86578 2.49440
Ge -4.88510 -0.70641 0.18832
C 1.60361 -1.30439 -1.95567
*
```


(2)
DFT (the ωB97M-V functional and the def2-TZVPD basis) results for a structure of composition C44H53Br2FMnN4O3SiTe.

- total energy (eV) = -247890.266

The geometry in ORCA input format:
```
! wB97M-V def2-TZVPD RIJCOSX def2/J DEFGRID3
* xyz 0 6
C 4.36582 0.29435 1.71885
H -4.97886 0.20122 -4.12002
H -3.90794 4.62119 2.76841
H 3.53671 1.78281 3.88359
Mn -0.51183 -0.81815 2.97669
H 3.57649 -2.85658 -5.89962
C -3.43551 3.42787 1.05823
C -2.87019 -1.61791 1.01830
C 0.10102 -2.83267 -0.89559
H 3.06777 -1.82880 4.90963
N -0.19701 -2.41240 1.41578
H 0.47614 2.80647 -3.85794
H -5.32570 1.76018 -3.37469
C -3.49095 1.72018 -4.50046
Si -0.77058 1.34961 5.40324
H -3.08061 3.44120 -8.64220
H -4.45361 -1.68541 -0.46977
H -1.97048 -2.16308 -5.91418
C 0.01827 -0.58384 -3.59437
C -0.66630 -0.30212 6.29129
C -3.64448 3.72521 -7.75081
H -1.07036 3.54421 -6.91142
F -1.15963 0.59213 1.05768
C -2.63454 2.99443 3.29596
H 0.64841 3.34610 5.17731
H 1.46694 1.91887 4.52476
C 1.31894 -0.72072 -3.06486
H -4.10210 0.70472 -2.67378
C 3.03480 -4.71610 2.41478
C 1.72335 -3.67974 0.68263
H 1.23858 -0.20824 -0.95517
C -4.28331 -1.39912 0.56738
H -4.93950 -1.97258 1.22229
H -4.02781 4.01628 0.36699
C 1.28666 -3.46388 -0.64582
H 3.18909 -1.74464 -3.24850
H 3.54556 0.92531 1.37906
H -1.66117 -0.53805 6.68696
C 2.82918 -4.46073 1.09044
H 0.75205 1.51629 -5.01864
H -3.55662 4.80920 -7.64088
C -3.11394 3.01870 -6.52632
C -0.39210 -1.36613 -4.68808
H 4.48773 -1.42970 2.85105
O 0.44295 -2.60846 3.94072
C 2.96412 -0.77496 4.64321
H 3.84523 -5.36529 2.71525
H 2.85312 -0.13778 -1.66719
H -2.67944 2.12394 -0.47547
C -1.91977 2.38499 6.45262
C 0.93457 -3.10651 1.68475
C 2.20651 -4.14658 3.40066
H -0.26811 -2.71074 -1.91041
C -0.64793 -2.36084 0.20258
C -2.69820 2.33975 0.60004
C 1.79711 0.06125 -1.85903
H 0.71910 3.19587 -5.56654
Te -1.32851 0.68927 -2.56533
H 1.66723 1.13503 -2.00742
C -1.96562 1.60400 1.51812
Br 4.01861 -5.19159 -0.19763
H 3.24873 -4.00839 -4.61081
H -2.54514 -1.22341 -4.52355
C 1.17426 -3.25678 3.10234
C 4.23632 0.04244 4.98708
C -3.96217 2.37399 -5.64205
H 6.11203 0.39961 2.95655
H 0.03805 -0.30633 7.13349
C -1.92525 1.83119 2.91735
C -2.11331 1.71125 -4.25214
H -4.52571 -0.34049 0.70216
H -2.58259 3.30977 4.33132
C 2.70458 -0.65042 3.17403
C 1.80889 -2.40892 -4.75257
H 4.12940 0.38715 6.01627
O 1.67447 -0.21818 2.68177
H 1.87409 -3.84761 -1.46860
O -2.57574 -1.53458 2.19725
H -1.65829 2.22865 7.50827
H 5.58645 1.96391 2.34446
H 4.95046 -0.00299 0.85055
C 2.77795 -3.38539 -5.37316
H 2.09899 -0.39492 5.17628
C 0.85515 2.28297 5.35442
H -4.69590 3.48940 -7.92067
C 4.49224 1.28039 4.08657
C 2.18712 -1.63142 -3.65954
H -2.97040 2.09735 6.32433
C -4.52319 1.05698 -3.61086
H -1.82728 3.45635 6.24349
H 0.20760 -2.86153 -6.09764
Br 2.56303 -4.54905 5.21772
C -1.22795 2.39608 -5.11586
N -1.96635 -1.90752 0.02578
H 2.27895 -4.03875 -6.08968
H 1.43441 2.20844 6.28881
H -5.03341 2.37310 -5.83630
H -2.29450 -1.84881 -0.91902
C -1.75035 3.02483 -6.23924
C 5.22712 1.01765 2.75542
C -1.77386 -1.28806 -5.29362
C 0.26369 2.48334 -4.87740
C -3.37574 3.74776 2.40317
N 3.77963 -0.90630 2.35486
C 0.52277 -2.25886 -5.24914
H 5.11924 -0.60492 4.97177
H -1.88343 -0.39835 -5.91845
N -1.21133 0.99886 3.76010
H 5.09485 1.98957 4.65512
H -0.37788 -1.12632 5.65247
*
```


no.,F_max (eV/Å)
1,0.3
2,0.7